1.
26
Properties=species:S:1:pos:R:3:forces:R:3 method="wB97M-V/def2-TZVPD" relative_energy_kj_mol=74.1 total_charge=-1 e_homo_ev=-4.7 lumo_energy_ev=3.3
C 3.3474 -0.6560 -1.4655 -1.229 0.787 -0.950
C 0.0220 -0.4783 0.2418 -1.909 -1.134 -0.183
C 1.2574 -1.1671 0.0679 -0.284 1.285 -0.180
C 1.9238 -0.4710 -0.9948 0.298 -0.230 -0.237
C 1.0743 0.5066 -1.4261 -1.488 -0.575 0.903
C -0.9721 -0.9552 1.1367 2.349 0.280 -0.219
C -0.5460 -1.9614 1.9784 -0.798 -1.066 0.786
C 0.6873 -2.6364 1.8774 0.343 0.501 -1.489
C 1.5779 -2.2455 0.8815 -0.229 -0.296 0.628
N -0.1651 0.4411 -0.7487 3.217 0.510 -0.437
H -1.8989 -0.4355 1.1334 -0.791 -0.010 0.387
H -1.2025 -2.4002 2.7291 -0.270 0.374 -0.127
H -0.8056 1.2533 -0.9285 -0.951 -0.643 0.342
H 0.8910 -3.5658 2.3926 -0.129 0.225 0.448
H 1.1832 1.3189 -2.1097 0.292 0.113 -0.541
H 2.4977 -2.7910 0.7370 0.194 -0.078 -0.065
H 3.3517 -0.6498 -2.5650 0.087 0.069 0.151
H 3.7962 -1.6011 -1.1959 0.300 0.088 0.612
H 3.8221 0.2724 -1.1476 0.956 -0.526 0.137
C -2.9800 2.3837 0.5348 0.295 -0.905 -1.538
C -2.6127 2.9785 -0.8850 -1.735 -0.391 1.632
O -1.9974 2.1243 -1.5731 0.661 0.775 -0.907
O -3.0513 4.1147 -1.1209 0.707 -0.341 -0.598
H -3.8069 2.8605 0.9897 -0.437 1.110 0.745
H -2.0427 2.4101 1.0802 -0.136 -0.178 0.619
H -3.3510 1.3501 0.3802 0.687 0.257 0.083

***

2.
27
Properties=species:S:1:pos:R:3:forces:R:3 method="wB97M-V/def2-TZVPD" relative_energy_kj_mol=92.2 total_charge=-1 e_homo_ev=-4.2 lumo_energy_ev=3.4
C 3.8479 0.0455 0.7097 0.744 0.587 0.103
C 3.1184 1.0143 1.4244 -2.263 0.842 -2.292
C 3.5259 -0.4170 -0.5597 0.830 -0.698 2.371
C 1.8982 1.4514 0.8065 1.404 -0.592 1.967
C 1.4935 -0.5525 -2.0873 -1.971 -2.853 -1.793
C 2.2441 -0.2106 -0.9639 1.131 0.753 -1.979
C 1.5207 0.7854 -0.3293 0.246 -0.012 1.620
C 0.2241 -0.0239 -1.8994 1.610 1.225 -1.099
C -2.8330 -0.9506 -0.2087 2.420 -0.077 2.932
C -1.4826 0.1166 1.5716 1.297 -1.322 1.800
C -2.3994 0.1466 0.4368 -1.365 -0.790 -1.341
N 0.3393 0.8789 -0.8828 -3.552 0.634 -0.922
O -1.6555 2.4422 -0.4760 0.121 0.683 0.147
O -3.9098 1.7349 -1.0993 -1.420 -0.292 -1.588
S -2.9933 1.9275 -0.0020 1.363 -1.163 1.628
H 4.7370 -0.3922 1.1076 0.761 0.290 0.465
H 3.4584 1.6312 2.2257 0.474 -0.427 0.847
H 4.2634 -1.0687 -0.9800 -0.083 -0.466 -0.638
H 1.1343 2.0910 1.2721 0.790 0.110 -0.109
H 1.6414 -1.3469 -2.8699 0.300 0.966 1.033
H -0.5721 -0.0350 -2.6412 -0.157 -0.001 0.738
H -2.4866 -1.9743 0.0694 0.010 0.857 0.046
H -3.5087 -0.9767 -0.9573 -2.169 0.541 -2.456
H -1.6974 -0.6181 2.3994 -0.489 0.641 -0.772
H -1.4453 1.0864 2.0050 0.029 0.960 0.707
H -0.4262 -0.1388 1.3958 -0.280 0.155 -0.704
H -0.4286 1.5540 -0.5535 0.222 -0.549 -0.712

***

3.
24
Properties=species:S:1:pos:R:3:forces:R:3 method="wB97M-V/def2-TZVPD" relative_energy_kj_mol=594.4 total_charge=0 e_homo_ev="-6.8 / -8.0" lumo_energy_ev="0.5 / 0.1"
C 3.1548 -0.5924 -0.2088 0.980 0.686 1.148
C 2.4212 -0.3796 0.9695 0.690 0.086 0.761
C 2.5273 -0.6812 -1.4525 -0.117 -0.477 0.898
C 1.0327 -0.3635 0.9742 -1.462 0.319 0.613
C 1.1577 -0.6434 -1.4803 -0.461 0.065 1.243
C 0.3666 -0.4864 -0.2924 0.818 0.101 -0.343
C -0.0921 2.7198 0.7136 -0.415 1.760 -0.056
C -0.5515 2.4891 -0.4614 -0.673 -1.872 -0.054
C -2.3711 -0.3987 0.0519 0.718 0.837 -0.603
C -1.0145 -0.2271 -0.4546 -0.979 0.598 0.427
C -2.9200 -1.6653 0.5776 2.207 0.728 1.068
O -2.0010 -0.5736 -1.3470 1.398 0.176 -0.427
H 4.2474 -0.5626 0.0059 -0.817 -0.212 -0.995
H 3.0522 -0.1861 1.8939 -1.231 -0.432 -1.061
H 3.0359 -0.8563 -2.3791 0.484 0.099 -0.178
H 0.3940 -0.1934 1.9412 1.432 -0.394 -1.980
H 0.6677 -0.7086 -2.4188 -0.550 -0.029 -0.649
H 0.1321 3.7493 1.0131 0.269 -0.277 0.244
H -0.2844 1.9745 1.4245 0.663 -0.977 1.356
H -0.9593 2.9610 -1.2928 -0.014 0.780 -1.463
H -2.9549 0.5158 0.1242 -0.075 -0.137 0.505
H -3.2253 -1.5777 1.5766 -1.098 0.299 1.315
H -2.1724 -2.4274 0.6305 0.583 -0.570 -0.481
H -3.6430 -1.8862 -0.1089 -2.350 -1.156 -1.288